13
Properties=species:S:1:pos:R:3 method="wB97M-V/def2-TZVPD" orbital_gap_ev=9.2 homo_energy_ev=-9.23 largest_force_ha_per_bohr=0.0952 total_charge=0 de_lowest_kj_mol=309.5
C 2.36577 -0.18833 -1.00822
C 1.39379 -0.26756 -0.11638
C 1.18664 0.61135 0.95776
O 1.63998 1.70271 1.01521
H 3.24652 0.66616 -0.85969
H 2.60795 -0.86984 -1.79815
H 0.83615 -1.17470 -0.16032
H 0.64966 0.23729 1.87690
N -2.49780 -0.47145 -0.44860
S -3.10630 -0.13869 1.10134
H -3.05194 -1.07762 -1.03673
H -1.61967 -0.10745 -0.74257
H -3.65073 1.07814 1.21945

13
Properties=species:S:1:pos:R:3 method="wB97M-V/def2-TZVPD" orbital_gap_ev=10.0 homo_energy_ev=-9.36 largest_force_ha_per_bohr=0.0700 total_charge=0 de_lowest_kj_mol=180.2
C 1.54024 0.18833 1.46015
S 0.50791 1.20008 0.51652
N -0.17381 -0.10347 -0.36952
C 0.67568 -0.53161 -1.49788
C -1.51206 -0.52234 -0.16252
O -2.17102 -1.42292 -0.59993
H 2.25867 0.94392 1.86704
H 1.02736 -0.49643 2.20478
H 2.08628 -0.45020 0.81068
H 0.02194 -1.21782 -1.93668
H 1.55788 -0.95637 -1.06888
H 1.02866 0.13823 -2.31430
H -1.74562 0.13873 0.76062

13
Properties=species:S:1:pos:R:3 method="wB97M-V/def2-TZVPD" orbital_gap_ev=9.7 homo_energy_ev=-9.57 largest_force_ha_per_bohr=0.0788 total_charge=0 de_lowest_kj_mol=386.3
C -1.95367 -0.88675 0.88479
C 2.53220 -0.36370 -0.74470
C -1.11136 0.76039 -0.48855
N -1.06516 -0.55364 0.04030
O 1.85451 0.88726 1.23682
S 2.89202 0.03541 0.76977
H -1.80484 -1.86451 1.31924
H -2.60481 -0.22351 1.30345
H 3.01119 -0.99983 -1.53710
H 1.55844 -0.02922 -1.12554
H -0.96988 0.55848 -1.49057
H -1.95510 1.23814 -0.07338
H -0.38355 1.44148 -0.09452

13
Properties=species:S:1:pos:R:3 method="wB97M-V/def2-TZVPD" orbital_gap_ev=9.8 homo_energy_ev=-9.21 largest_force_ha_per_bohr=0.0526 total_charge=0 de_lowest_kj_mol=208.1
N -1.89225 -1.35581 0.18856
C -0.54549 -0.86466 -0.19268
C 0.52496 -1.01302 0.92777
O 0.78457 -0.13016 1.74483
C -0.59562 0.62757 -0.44073
S 0.90770 1.31168 -1.13561
H -2.31810 -0.64818 0.81809
H -1.90351 -2.14829 0.76583
H -0.10908 -1.55708 -0.96634
H 0.92566 -2.05336 1.08079
H -1.62606 0.80774 -0.92272
H -0.66864 1.23729 0.39282
H 1.84254 1.40754 -0.04346

13
Properties=species:S:1:pos:R:3 method="wB97M-V/def2-TZVPD" orbital_gap_ev=9.3 homo_energy_ev=-8.60 largest_force_ha_per_bohr=0.0733 total_charge=0 de_lowest_kj_mol=454.0
C -2.01327 0.24586 -0.24148
N -1.38565 -0.45262 0.79677
S -0.00518 -1.28769 0.56027
O -0.25980 -2.60556 -0.45485
H -1.20543 0.49335 -0.91379
H -2.83167 -0.18392 -0.66343
H -2.46627 1.21795 -0.02822
H -1.91752 -0.75470 1.58753
H -0.32745 -2.30990 -1.46286
C 3.47200 0.75230 0.47837
C 3.21571 -0.45358 0.51639
H 3.95824 1.52954 -0.01918
H 2.74867 -1.29828 0.93629

14
Properties=species:S:1:pos:R:3 method="wB97M-V/def2-TZVPD" orbital_gap_ev=9.2 homo_energy_ev=-8.55 largest_force_ha_per_bohr=0.1193 total_charge=0 de_lowest_kj_mol=305.7
C 0.81020 2.03330 0.28826
C 1.01785 -1.19677 -1.29056
C -0.39087 -0.00111 1.80402
N -1.32537 -0.30952 -0.73934
O 0.86218 2.89429 -0.46157
S -0.21131 -0.04200 -1.96712
S -1.43163 0.89362 0.59546
H 0.39068 -1.85542 -0.64135
H 1.68736 -0.66837 -0.58183
H 1.55896 -1.61475 -2.11327
H -0.82469 -0.84386 2.10714
H -0.62328 0.75548 2.56414
H 0.73766 0.10597 1.48709
H -2.25772 -0.15087 -1.05107

14
Properties=species:S:1:pos:R:3 method="wB97M-V/def2-TZVPD" orbital_gap_ev="7.8 / 7.8" homo_energy_ev="-7.99 / -7.99" largest_force_ha_per_bohr=0.0946 total_charge=0 de_lowest_kj_mol=509.6
C -0.17578 -0.60646 0.88589
C 1.01798 -1.11116 0.25330
C 0.67554 1.25715 -0.98562
N -0.97648 0.13630 -0.21662
O 2.10722 1.35744 1.13128
S -2.17536 1.06279 0.39892
S 2.01180 0.53433 -0.09937
H -0.89734 -1.36528 1.32144
H 0.09270 0.18163 1.66426
H 1.72051 -1.67067 0.86965
H 0.94765 -1.34216 -0.82007
H 0.49547 1.33551 -1.98744
H 0.42004 2.07916 -0.40060
H -3.07586 1.17576 -0.74692

14
Properties=species:S:1:pos:R:3 method="wB97M-V/def2-TZVPD" orbital_gap_ev="6.9 / 6.8" homo_energy_ev="-6.21 / -9.41" spin_multiplicity=3 largest_force_ha_per_bohr=0.0691 total_charge=0 de_lowest_kj_mol=69.1
C 0.68077 0.15028 1.19106
C 0.99244 0.40183 -0.22039
C 0.86610 -0.74164 -1.24413
N -0.29677 0.84119 0.41013
O -3.06221 1.01769 0.65775
S -2.37191 -1.68035 0.20516
S -2.33858 0.12870 -0.19968
H 0.43059 -0.79712 1.64439
H 1.17388 0.81752 1.85264
H 1.63484 1.19538 -0.49863
H -0.02452 -0.60976 -1.79736
H 0.77610 -1.58819 -0.61648
H 1.74519 -0.91214 -2.02033
H -0.20591 1.77661 0.63587